1.
Molecular formula: C3H7N3O
Method: DFT, ωB97M-V/def2-TZVPD

Atoms and positions in Å:
C  -0.4267  -0.2683  1.8242
C  1.5411  -0.9781  -1.1697
C  -1.0385  1.1515  -0.8338
O  0.3617  0.1807  0.7521
N  -0.4383  0.2013  -1.3716
N  0.2337  -0.6874  -0.6105
N  -1.9892  1.8869  -0.6437
H  -1.8982  2.8503  -0.3656
H  -1.3419  0.3335  1.8797
H  0.1541  -0.1339  2.7381
H  -0.7153  -1.3214  1.7471
H  2.0491  -1.6532  -0.4844
H  2.1360  -0.0768  -1.3406
H  1.3725  -1.4851  -2.1213

Properties
Frontier orbital gap in eV: 9.77
Lowest unoccupied orbital energy in eV: 0.99
Energy relative to the best compared isomer or geometry (same formula, charge and spin) in kcal/mol: 117.2

---

2.
Molecular formula: C11H15N2O2
Method: DFT, ωB97M-V/def2-TZVPD

Atoms and positions in Å:
C  3.5182  4.3012  0.4956
C  3.2766  3.4215  1.5576
C  2.7204  4.2222  -0.6132
C  2.3994  2.3738  1.4899
C  1.7930  3.1580  -0.7553
C  1.6442  2.2287  0.3098
C  -1.2608  -3.1311  0.1663
C  -1.8303  -3.9041  -0.7073
C  0.6889  1.1219  0.2347
C  -0.6770  1.3292  -0.3956
C  -4.2224  -4.1099  -0.0577
N  0.9829  0.0072  0.8604
N  -2.9594  -4.6915  -0.5807
O  -0.8013  -2.1297  0.5531
O  -0.8840  -4.3862  -1.5932
H  4.0230  5.1974  0.6653
H  3.8925  3.5059  2.4348
H  3.0753  4.8284  -1.5585
H  2.0120  1.8242  2.2606
H  1.2628  3.0509  -1.5990
H  -1.2726  0.3436  -0.6429
H  -0.4337  1.7137  -1.4025
H  -1.2599  2.0586  0.2905
H  -4.4839  -3.2659  -0.7434
H  -5.0914  -4.8104  0.0157
H  -4.0251  -3.7146  0.9529
H  0.4545  -0.8764  0.8647
H  -3.1588  -5.3862  -1.3241
H  1.8581  -0.0422  1.2929
H  -1.2411  -4.2383  -2.4715

Properties
Frontier orbital gap in eV: 6.21
Charge: +1
Lowest unoccupied orbital energy in eV: -4.24
Energy relative to the best compared isomer or geometry (same formula, charge and spin) in kcal/mol: 50.0

---

3.
Molecular formula: C45H91N6O3
Method: DFT, ωB97M-V/def2-TZVPD

Atoms and positions in Å:
C  7.0139  0.6659  1.6546
C  7.1725  1.6926  0.4672
C  6.6424  1.1269  -0.9097
C  7.4813  -0.1215  -1.3606
C  7.2655  -0.5319  -2.8695
C  7.3939  0.6857  -3.8693
C  5.9901  1.2769  -4.2664
C  6.2229  2.4388  -5.3145
C  5.4823  3.7810  -4.9760
C  5.5962  4.2105  -3.4501
C  4.1490  4.0225  -2.8168
C  4.0554  4.4992  -1.3161
C  3.5557  3.2992  -0.4160
C  2.3794  3.6627  0.5660
C  1.6909  2.3136  1.0746
N  0.2093  2.4524  0.9780
C  -0.3461  2.0354  -0.1030
N  -1.7707  2.1402  -0.3852
C  -1.6979  2.8804  -1.6932
N  -1.3020  4.2262  -1.2623
C  -2.3113  4.9793  -0.9792
C  -2.0059  6.5118  -0.7768
C  -3.7880  4.5214  -0.7696
C  -0.5344  1.9910  -2.3690
C  0.5185  2.7662  -3.2534
C  -0.1130  3.4352  -4.5405
N  0.2886  1.4319  -1.2653
C  0.1619  -0.0216  -0.9381
C  0.1334  -0.9840  -2.1846
C  1.3193  -2.0570  -2.1488
O  1.5496  -2.5399  -3.4660
C  2.7251  -1.9693  -4.0431
H  6.0010  0.8167  2.1130
H  7.1945  -0.3925  1.3579
H  7.8026  0.9132  2.4106
H  8.2638  1.9434  0.3741
H  6.6195  2.6368  0.7131
H  6.6963  1.9672  -1.6415
H  5.5568  0.8645  -0.7975
H  7.2385  -0.9960  -0.6996
H  8.5787  0.0735  -1.2392
H  6.2664  -1.0161  -3.0457
H  8.0226  -1.3266  -3.1080
H  7.9947  1.5282  -3.4259
H  7.9394  0.3520  -4.7833
H  5.4089  1.5732  -3.3634
H  5.4108  0.4692  -4.7809
H  5.8111  2.0771  -6.2958
H  7.3178  2.6043  -5.4552
H  4.4029  3.6763  -5.2754
H  5.8567  4.6594  -5.5687
H  6.3369  3.5704  -2.9099
H  5.9534  5.2681  -3.3352
H  3.8985  2.9370  -2.9334
H  3.4574  4.5687  -3.5114
H  5.0879  4.7621  -0.9709
H  3.4447  5.4276  -1.1964
H  3.2477  2.3933  -0.9915
H  4.4324  2.9779  0.2128
H  2.8345  4.1222  1.4804
H  1.6400  4.3907  0.1599
H  1.9919  2.1408  2.1349
H  2.0537  1.4583  0.4668
H  -0.3612  2.8800  1.7050
H  -2.2459  1.2369  -0.4760
H  -2.5498  2.7501  -2.3974
H  -2.9744  7.0602  -0.7846
H  -1.5046  6.7080  0.1997
H  -1.3925  6.8819  -1.6266
H  -4.1673  3.8038  -1.5311
H  -4.4240  5.4394  -0.8663
H  -3.8918  4.0924  0.2611
H  -1.1148  1.2871  -3.0091
H  1.1107  3.5163  -2.6830
H  1.2495  1.9874  -3.6012
H  -0.1430  4.5377  -4.3655
H  0.6239  3.2871  -5.3745
H  -1.0907  3.0026  -4.8472
H  1.0758  -0.3046  -0.3408
H  -0.7058  -0.2677  -0.2653
H  0.2167  -0.4738  -3.1698
H  -0.8109  -1.5834  -2.1006
H  0.9777  -2.9181  -1.5319
H  2.1995  -1.5334  -1.7026
H  2.6357  -2.0257  -5.1566
H  2.8864  -0.9016  -3.7518
H  3.6373  -2.5560  -3.7544
C  -3.7952  -0.9682  1.9237
C  -4.1210  0.1393  2.9592
C  -4.4462  -0.4937  4.3240
C  -5.8192  -1.1555  4.3770
C  -6.9024  -0.1896  3.9112
C  -6.6089  0.4247  2.5331
N  -5.2313  0.9888  2.4445
O  -5.2158  2.1325  3.1155
C  -6.8149  -0.6495  1.4433
C  -7.6826  1.4821  2.2203
C  -2.8077  0.9277  3.1050
H  -2.7204  -1.1395  1.8348
H  -4.2322  -1.9320  2.1834
H  -4.1363  -0.6967  0.9209
H  -4.4058  0.2740  5.1051
H  -3.6797  -1.2302  4.5829
H  -5.8303  -2.0655  3.7700
H  -6.0287  -1.4734  5.4015
H  -7.8642  -0.7097  3.8891
H  -7.0062  0.6051  4.6582
H  -6.5268  -0.2703  0.4597
H  -7.8657  -0.9390  1.3844
H  -6.2651  -1.5721  1.6290
H  -7.7429  2.2564  2.9863
H  -8.6695  1.0186  2.1686
H  -7.4912  1.9639  1.2584
H  -2.5338  1.4080  2.1615
H  -1.9900  0.2614  3.3917
H  -2.8573  1.6944  3.8804
C  -1.1237  -7.0677  1.7097
C  -1.4545  -5.9656  2.7496
C  -1.7721  -6.6051  4.1137
C  -3.1397  -7.2782  4.1690
C  -4.2314  -6.3199  3.7097
C  -3.9477  -5.6981  2.3330
N  -2.5745  -5.1219  2.2415
O  -2.5657  -3.9816  2.9178
C  -4.1488  -6.7686  1.2391
C  -5.0319  -4.6496  2.0288
C  -0.1450  -5.1663  2.8938
H  -0.0486  -7.2284  1.6182
H  -1.5545  -8.0362  1.9693
H  -1.4689  -6.7969  0.7102
H  -1.7352  -5.8396  4.8970
H  -0.9996  -7.3360  4.3683
H  -3.1454  -8.1865  3.5593
H  -3.3439  -7.6009  5.1930
H  -5.1890  -6.8478  3.6889
H  -4.3391  -5.5284  4.4600
H  -3.8675  -6.3826  0.2565
H  -5.1974  -7.0667  1.1828
H  -3.5910  -7.6864  1.4184
H  -5.0960  -3.8796  2.7996
H  -6.0150  -5.1215  1.9790
H  -4.8487  -4.1615  1.0680
H  0.1250  -4.6804  1.9526
H  0.6740  -5.8312  3.1754
H  -0.2017  -4.4038  3.6722

Properties
Frontier orbital gap (alpha / beta) in eV: 7.62 / 8.35
<S²>: 2.01
Charge: +1
Lowest unoccupied orbital energy (alpha / beta) in eV: -2.97 / -2.98
Spin multiplicity: 3

---

4.
Molecular formula: C5H6N2S
Method: DFT, ωB97M-V/def2-TZVPD

Atoms and positions in Å:
C  -1.7481  -1.9062  0.6621
C  -2.0682  -2.2593  -0.6454
C  -0.8408  -0.1500  -0.3408
C  2.2634  2.0566  0.0282
C  1.0275  1.0921  0.0233
N  -1.1069  -0.7215  0.8085
N  -0.0812  1.0081  -0.5791
S  -1.5261  -1.0259  -1.6794
H  -2.0232  -2.3022  1.6561
H  -2.7096  -2.9326  -1.0981
H  2.4954  2.5979  -0.8328
H  2.0408  2.7811  0.7700
H  1.2458  0.3042  0.8397
H  3.0311  1.4578  0.3876

Properties
Frontier orbital gap in eV: 9.46
Lowest unoccupied orbital energy in eV: 0.69
Energy relative to the best compared isomer or geometry (same formula, charge and spin) in kcal/mol: 40.0

---

5.
Molecular formula: C12H25AlClNO2P2
Method: DFT, ωB97M-V/def2-TZVPD

Atoms and positions in Å:
Al  0.1369  -0.9724  0.1001
P  -1.2008  -1.1114  2.0052
C  -1.0874  0.6892  2.4127
C  0.1629  1.3272  1.9029
N  0.8055  0.7715  0.8619
C  1.8656  1.3539  0.2677
C  2.3816  2.5170  0.7930
C  1.7587  3.0829  1.8986
C  0.6365  2.4918  2.4584
C  2.3896  0.7703  -1.0166
P  1.1153  -0.2546  -1.8857
H  0.0948  2.9134  3.3004
H  3.2333  2.9666  0.2841
H  2.1326  4.0135  2.2999
H  2.6450  1.5954  -1.7010
H  3.3206  0.1956  -0.8529
H  -1.9783  1.2060  2.0017
H  -1.1287  0.7924  3.5053
H  -3.8345  1.1896  -2.2647
O  -3.5841  1.7364  -1.4908
H  -4.2846  2.4225  -1.4942
H  -2.2601  -1.1467  -4.2486
O  -2.5015  -0.2391  -4.5357
H  -2.7444  -0.3709  -5.4724
C  0.3596  0.9317  -3.0317
H  1.1554  1.3963  -3.6243
H  -0.3736  0.4493  -3.6893
H  -0.1805  1.7119  -2.4808
C  2.1087  -1.4333  -2.8567
H  1.4416  -2.0737  -3.4504
H  2.7645  -0.8603  -3.5241
H  2.7151  -2.0797  -2.2093
C  -0.2530  -1.7730  3.4422
H  -0.7161  -1.3875  4.3657
H  -0.2844  -2.8740  3.4507
H  0.8042  -1.4670  3.4195
C  -2.9007  -1.6033  2.3884
H  -3.0172  -2.6771  2.2063
H  -3.1127  -1.3935  3.4408
H  -3.6159  -1.0717  1.7556
Cl  0.3118  -3.5329  -0.7533
C  1.2470  -2.5952  0.4514
H  1.1737  -3.0727  1.4394
H  2.2982  -2.5343  0.1307

Properties
Frontier orbital gap in eV: 8.96
Charge: +2
Lowest unoccupied orbital energy in eV: -6.77